Here is a structure of composition C4H3NS at a distorted geometry from OMol25. Energies are from ωB97M-V/def2-TZVPD.

## Properties
**ΔE to the lowest compared entry with this formula, charge and spin**: 91.0 kcal/mol
**Frontier orbital gap**: 7.7 eV
**Maximum force**: 0.0863 hartree/bohr
**Total energy**: -16516.3020 eV
**LUMO**: -1.23 eV

```
9
Properties=species:S:1:pos:R:3:mulliken_charge:R:1
C 1.11404 1.08175 -0.20428 -0.106
C 2.16460 0.47763 0.15974 -0.105
C -0.36424 0.67619 -0.12682 0.471
C -0.20823 -0.85521 -0.12700 -0.693
N -1.34371 1.39294 0.06687 -0.625
S 1.73386 -1.20861 0.02532 -0.023
H -0.41950 -1.16876 0.86023 0.399
H -0.61370 -1.19499 -1.03972 0.424
H -2.06312 0.79906 0.38567 0.258
```